Molecular formula: C4H7NO2
Method: DFT, wB97M-V/def2-TZVPD

XYZ file:
```
14
Properties=species:S:1:pos:R:3:nbo_charge:R:1
O -0.532 0.438 2.335 -0.572
O 0.277 0.720 -2.015 -0.482
N -0.871 0.296 0.999 -0.123
C 0.110 -0.157 0.317 0.189
C -1.115 0.488 -1.842 -0.099
C 1.443 -0.501 0.912 -0.684
C -0.133 -0.336 -1.148 0.011
H 2.112 -0.934 0.165 0.223
H -1.628 1.260 -1.274 0.199
H -1.655 0.083 -2.698 0.183
H 0.121 -1.316 -1.555 0.192
H 1.906 0.401 1.326 0.244
H 1.318 -1.201 1.745 0.240
H -1.352 0.759 2.733 0.480
```

molecular weight	101.1	g mol⁻¹
relative energy (zero: lowest compared OMol25 entry of this formula, charge and spin)	343.8	kJ/mol
orbital gap	0.398	Eh
E_tot	-361.7499	hartree
SMILES string	C/C(=N\O)[C@H]1CO1